{"formula": "C5H9NO", "method": "ωB97M-V/def2-TZVPD", "homo_energy_ha": [-0.2711, -0.2712], "lumo_ha": [0.0230, 0.0230], "relative_energy_kj_mol": 492.3, "symbols": ["H", "H", "H", "H", "C", "C", "H", "O", "H", "H", "N", "C", "H", "H", "C", "C"], "xyz": [[-1.5697, -2.0706, 0.8666], [-0.2849, -1.4685, -0.9472], [-2.1490, 1.4932, 0.8243], [-1.3985, 1.0368, 2.3604], [-0.1124, -0.6129, -0.2916], [-1.2365, 1.0873, 1.2803], [0.8697, 0.4290, -2.6916], [-1.7908, -1.2095, 1.2552], [1.8057, -0.9179, -1.9480], [2.4350, 0.7419, -1.9088], [0.8574, 0.4288, -0.5883], [1.5221, 0.1430, -1.8589], [-0.4034, 1.7438, 1.0313], [1.1971, -0.0281, 1.4411], [-1.0044, -0.2734, 0.7222], [1.2626, -0.5232, 0.4529]]}